Record 1
C5H10NO2 | ωB97M-V/def2-TZVPD

```
! RIJCOSX wB97M-V def2-TZVPD def2/J DEFGRID3
* xyz -1 1
C -1.7154 0.5129 -0.3854
O -2.9297 1.1099 -0.2034
C -1.4717 -0.8034 0.3044
C 0.0028 -1.1920 0.6932
C 1.0413 -0.5963 -0.4390
C 1.9641 0.5594 -0.1367
N 1.4079 1.8143 -0.1197
O 3.0579 0.3982 0.4797
H -1.1856 0.5776 -1.4651
H -0.8929 1.1199 0.0009
H -2.0636 -0.9908 1.2263
H -1.8633 -1.5169 -0.4556
H 0.2365 -2.2896 0.5171
H 0.1040 -1.0349 1.7678
H 1.4999 -1.5557 -0.6139
H 0.3741 -0.4856 -1.2440
H 1.9985 2.5332 0.2030
H 0.4351 1.8399 -0.1295
*
```

ΔE to the lowest compared entry with this formula, charge and spin = 345.1 kJ/mol
SMILES = NC(=O)CCCC[O-]

***

Record 2
C16H38N3O4P | ωB97M-V/def2-TZVPD

```
! RIJCOSX wB97M-V def2-TZVPD def2/J DEFGRID3
* xyz 0 1
C -2.0692 -8.9165 3.8295
C -2.2902 -8.2079 2.5368
P -0.8828 -7.1056 1.7770
C -0.7345 -5.6520 3.0581
C -2.1466 -4.8010 2.8812
N -3.3862 -5.2211 3.2973
H -2.1318 -10.0808 3.9615
H -1.7477 -8.2769 4.7781
H -3.3244 -8.2479 1.9425
H -1.2737 -6.6131 0.4809
H 0.2262 -5.0000 2.9029
H -0.7303 -6.1939 4.1211
H -2.0569 -3.7472 2.3776
H -4.1354 -4.5258 3.0737
C 2.3593 -0.0042 4.2601
O 3.0029 -0.4086 3.0535
C 2.8604 -1.8081 2.7859
C 1.9457 -2.0354 1.5720
N 0.5482 -1.7183 1.8932
C -0.3274 -1.6718 0.7167
C -0.0334 -0.5887 -0.3413
O -0.2691 0.7454 0.1143
C 0.8204 1.3291 0.8150
H 2.6575 1.0257 4.4750
H 1.2731 -0.0267 4.1474
H 2.6630 -0.6348 5.1015
H 2.5167 -2.3683 3.6645
H 3.8623 -2.1760 2.5348
H 2.0115 -3.0868 1.2659
H 2.3138 -1.4136 0.7544
H 0.5110 -0.8130 2.3538
H -1.3435 -1.5066 1.0936
H -0.3284 -2.6565 0.2348
H -0.7372 -0.7469 -1.1673
H 0.9654 -0.6837 -0.7801
H 1.7900 0.9734 0.4542
H 0.7172 1.1418 1.8853
H 0.7764 2.4120 0.6713
C 1.8454 2.5990 -2.9920
O 0.6093 2.5144 -3.6979
C -0.5283 2.4670 -2.8295
C -1.3413 3.7672 -2.9330
N -0.6260 4.8914 -2.3155
C -1.2288 6.1981 -2.6026
C -1.2513 6.6585 -4.0745
O 0.0431 6.9318 -4.6158
C 0.7202 5.7918 -5.1262
H 2.6572 2.4589 -3.7111
H 1.9643 3.5833 -2.5334
H 1.9204 1.8176 -2.2293
H -0.2522 2.2417 -1.7917
H -1.1540 1.6412 -3.1882
H -2.3015 3.6308 -2.4205
H -1.5370 3.9563 -3.9896
H 0.3321 4.9014 -2.6546
H -0.6565 6.9358 -2.0283
H -2.2498 6.2142 -2.2036
H -1.7911 7.6126 -4.1046
H -1.8135 5.9789 -4.7236
H 0.0343 5.0468 -5.5401
H 1.3424 5.3490 -4.3465
H 1.3902 6.1230 -5.9243
*
```

Calculated total energy = -39148.51913 eV
SMILES = [H]/N=C/CPC=C.COCCNCCOC.COCCNCCOC

***

Record 3
C15H48N6O9 | ωB97M-V/def2-TZVPD

```
! RIJCOSX wB97M-V def2-TZVPD def2/J DEFGRID3
* xyz 0 1
C -1.1520 1.0950 0.5363
O 0.0230 1.5650 0.0123
H -1.8930 1.1070 -0.3327
H -1.5650 1.7490 1.2703
H -1.0870 0.0690 0.8933
H 0.5360 0.8860 -0.4687
C 1.8200 3.7260 1.5933
O 2.6620 2.6720 1.2893
H 1.2700 3.3980 2.4823
H 1.1990 4.0170 0.7823
H 2.4430 4.5780 1.8473
H 2.2350 1.8990 1.5793
C 0.8360 -1.1480 -1.6007
O 1.9770 -0.5510 -1.0987
H 0.7460 -2.1250 -1.1757
H 0.6900 -1.2080 -2.6647
H -0.0010 -0.6480 -1.2587
H 2.2440 0.1040 -1.7077
C -0.8820 -2.8540 2.1663
O -0.8230 -2.6990 0.8113
N 0.1380 -3.1260 2.9003
N -1.9630 -2.6600 2.8533
H 1.0320 -3.3480 2.3993
H 0.1160 -3.4990 3.8753
H -2.7850 -2.5030 2.2483
H -2.0700 -2.7620 3.9233
C -0.0500 0.2530 3.7823
O 0.3710 1.4980 3.9173
N -1.2770 -0.1390 3.7603
N 0.7530 -0.7830 3.8903
H -2.0010 0.5330 3.6223
H -1.6270 -1.0870 3.4463
H 1.7870 -0.7240 4.0823
H 0.4090 -1.7490 3.4773
C 3.4300 -0.3240 2.2453
O 3.4400 -0.3100 3.5993
N 2.3070 -0.2340 1.5743
N 4.4280 -0.5950 1.4283
H 1.5290 -0.1060 2.2123
H 2.0840 -0.3380 0.6023
H 5.3660 -0.7250 1.8543
H 4.3260 -0.4700 0.4443
C -0.4020 1.1960 -3.7577
C -1.7090 0.2940 -3.7637
C -3.0150 1.0900 -3.6317
O -1.7230 -0.5050 -4.7407
H -0.2430 1.6000 -2.7477
H -0.5450 1.9360 -4.6007
H 0.5110 0.6840 -4.1207
H -1.6860 -0.3750 -2.8867
H -3.0740 1.5710 -2.6297
H -3.9420 0.4620 -3.8147
H -3.0240 1.8390 -4.4347
H -2.4350 -1.1610 -4.6347
C 2.4740 3.1110 -1.8667
C 3.5420 2.1520 -2.3017
C 4.3530 1.4960 -1.1367
O 3.1320 1.1470 -2.8937
H 1.5940 2.5910 -1.3867
H 1.9570 3.3970 -2.7337
H 2.8760 3.8840 -1.2137
H 4.2360 2.7360 -2.9307
H 5.0210 0.7380 -1.5267
H 3.7070 1.0190 -0.3387
H 4.8920 2.3410 -0.6507
H 2.9880 1.4570 -3.8357
C -3.7950 -0.8930 -0.0527
C -4.5180 -2.1410 0.4063
C -4.2180 -3.3910 -0.3997
O -4.3530 -2.4710 1.6363
H -2.7320 -1.1470 -0.0887
H -3.8570 -0.0390 0.6623
H -4.1160 -0.5340 -1.0377
H -5.6220 -2.0280 0.2303
H -3.1640 -3.7260 -0.2917
H -4.5030 -3.3290 -1.4507
H -4.6800 -4.2430 0.0093
H -4.9460 -3.1950 1.8583
*
```

ΔE to the lowest compared entry with this formula, charge and spin = 643.5 kJ/mol
SMILES = NC(N)=O.NC(N)=O.NC(N)=O.CC(C)O.CC(C)O.CC(C)O.CO.CO.CO

***

Record 4
CH2N2O2 | ωB97M-V/def2-TZVPD

```
! RIJCOSX wB97M-V def2-TZVPD def2/J DEFGRID3
* xyz 0 3
C -2.3313 -1.2047 -0.7600
N 0.5818 -0.5657 -0.1174
N 0.3105 0.4630 0.3787
O -2.2315 -0.7353 -1.7673
O 1.3089 1.1219 1.1320
H 1.5298 -1.0571 -0.2504
H 0.8317 1.9780 1.3845
*
```

ΔE to the lowest compared entry with this formula, charge and spin = 331.5 kJ/mol
Expectation value of S² = 2.009